Here is a molecular structure, C32H64AlK2O32P2 from OMol25. Energies are from the ωB97M-V functional and the def2-TZVPD basis.

```
133
Properties=species:S:1:pos:R:3:forces:R:3
Al -3.1543 0.8960 -2.6178 0.3 -0.7 2.4
K -2.9631 2.5860 2.3951 -0.3 -0.6 -0.6
K -0.1609 0.7603 1.3702 -0.2 -0.4 -0.5
P -0.3860 4.0910 3.6294 -0.3 -1.0 2.8
O -0.0175 3.1730 2.4682 -0.8 1.3 1.9
O 0.1807 5.4622 3.8338 2.1 1.7 -1.3
O -0.4488 3.5752 5.1411 0.2 -1.0 -2.2
O -1.8059 4.7057 3.8203 -0.9 -0.9 -0.9
P -2.8758 0.0757 0.3806 -1.5 1.4 -1.4
O -2.4310 1.5457 -0.0198 0.8 1.1 0.5
O -2.6664 -0.0979 1.9287 0.3 0.2 -0.9
O -2.0112 -0.7875 -0.5443 1.4 -1.2 0.2
O -4.3120 0.0379 -0.1546 -0.5 -0.4 0.2
C -5.1440 -2.8781 -6.3305 0.6 -0.1 1.0
C -3.6158 -2.5739 -6.5422 -1.9 0.2 -0.3
O -2.6243 -3.2089 -5.6888 -0.9 -0.1 -1.5
C -2.4325 -2.7644 -4.4439 -2.5 2.3 0.3
O -2.9926 -1.7728 -3.9802 1.0 -1.6 -0.7
O -1.6485 -3.6085 -3.8381 0.9 -0.7 0.5
C -1.3777 -3.2903 -2.4887 1.2 0.5 2.4
H -5.7590 -2.3965 -7.0907 0.5 0.1 -0.4
H -5.5544 -2.4897 -5.3984 0.3 -0.2 0.2
H -5.3409 -3.9471 -6.4113 0.0 0.0 0.2
H -3.5492 -1.4871 -6.5931 0.7 -0.1 0.4
H -3.5458 -2.9514 -7.5624 1.3 -0.2 0.2
H -2.1910 -3.4255 -1.7757 -0.7 0.7 -0.7
H -0.8584 -2.3422 -2.3487 -1.3 0.5 -0.4
H -0.6529 -3.9058 -1.9559 0.3 -1.1 -1.5
C 3.6647 2.3390 0.4568 0.1 0.1 -0.2
C 3.2509 2.0841 1.9044 -1.5 -0.5 -1.5
O 3.6651 0.7855 2.3649 2.5 0.6 2.4
C 3.2210 -0.3939 2.0715 -0.5 -0.7 -0.5
O 2.4225 -0.5903 1.2081 -1.9 -0.3 -1.6
O 3.7451 -1.4055 2.7766 0.7 0.7 0.3
C 3.3561 -2.7416 2.4320 0.0 -0.5 -1.0
H 3.2083 1.6215 -0.2251 0.2 -0.4 0.2
H 4.7463 2.3531 0.3221 0.0 -0.2 0.1
H 3.3140 3.2906 0.0575 -0.1 0.3 0.5
H 2.1615 2.0849 1.9397 -0.1 0.2 0.2
H 3.5881 2.8466 2.6065 0.4 -0.5 0.1
H 4.1426 -3.4086 2.7850 -0.3 0.2 0.8
H 3.3637 -2.9882 1.3703 0.1 0.9 -0.4
H 2.3374 -2.9904 2.7292 0.3 0.1 0.6
C 4.4924 9.6909 -2.8347 -1.5 0.1 0.8
C 4.7225 8.2625 -2.3223 0.9 -0.6 -0.3
O 3.5588 7.6059 -1.7264 0.5 0.7 1.6
C 3.6444 6.9027 -0.5196 2.2 -3.3 -1.0
O 4.5959 6.2250 -0.0816 -1.3 2.9 -1.2
O 2.4285 6.7018 -0.0990 -1.7 0.7 -0.1
C 2.1522 6.0218 1.1308 0.5 0.7 1.6
H 3.5440 9.7173 -3.3714 0.0 -0.1 -0.3
H 5.2562 10.1420 -3.4681 0.3 -0.7 0.0
H 4.3250 10.4097 -2.0326 0.2 -0.1 0.3
H 5.5871 8.2208 -1.6600 -0.2 -0.1 0.3
H 4.9926 7.6475 -3.1807 -0.1 -0.1 0.0
H 1.8055 4.9885 1.1172 0.3 0.0 -1.0
H 1.3776 6.5748 1.6622 -0.1 0.1 -0.4
H 3.0138 6.0904 1.7948 0.2 -0.2 -0.2
C -7.2176 -3.5506 6.6097 0.2 -0.5 0.8
C -7.0286 -4.4592 5.3978 0.7 2.1 0.4
O -5.6356 -4.4388 5.0121 0.5 -0.8 -0.3
C -5.0713 -3.3469 4.4199 -2.1 0.8 -0.3
O -5.6863 -2.3687 4.0707 -0.6 -0.1 0.4
O -3.8025 -3.4949 4.2570 1.1 -0.8 0.3
C -2.9792 -2.3272 3.8909 0.1 -1.4 0.2
H -6.9898 -4.0766 7.5368 -0.4 -0.3 0.1
H -8.2545 -3.2152 6.5918 0.1 0.2 0.4
H -6.5208 -2.7160 6.6871 -0.3 0.2 -0.8
H -7.6877 -3.9989 4.6618 0.4 -0.6 -0.7
H -7.3023 -5.4822 5.6560 0.3 0.0 -0.4
H -2.4766 -2.6437 2.9770 -0.2 0.5 0.0
H -2.2605 -2.3837 4.7085 0.2 0.8 -0.1
H -3.5477 -1.4039 3.7790 0.2 -0.3 -0.1
C -0.1477 0.9162 -6.7585 1.5 -1.2 -1.1
C 0.2539 1.9320 -5.7196 -1.4 0.5 -0.2
O 1.1665 1.4110 -4.7800 -0.4 -0.9 0.5
C 0.5969 0.4820 -3.9510 -3.9 1.0 -2.1
O -0.5828 0.1017 -4.0082 2.5 0.6 0.0
O 1.4866 0.1328 -3.1320 2.4 -2.2 2.7
C 1.2561 -1.1039 -2.3632 0.6 0.4 -0.1
H 0.8089 0.7380 -7.2496 0.1 0.2 -0.9
H -0.8842 1.2007 -7.5100 0.1 0.4 0.2
H -0.3237 -0.1290 -6.5040 -0.8 0.4 1.0
H -0.5991 2.3618 -5.1946 0.0 0.0 0.1
H 0.7865 2.7233 -6.2472 0.0 0.1 0.3
H 0.8927 -1.8982 -3.0153 -0.4 0.4 0.0
H 0.6375 -0.9015 -1.4888 -0.4 0.0 -0.4
H 2.2261 -1.4539 -2.0101 0.2 0.5 -0.1
C 1.7964 5.7061 -5.2694 -0.4 -0.6 0.1
C 1.4999 5.3965 -3.8109 -0.1 0.5 0.7
O 0.4805 4.3752 -3.7474 0.3 -0.3 1.6
C -0.0647 3.9630 -2.5541 -3.7 -1.6 -0.5
O -0.7962 2.9373 -2.5820 3.1 3.4 0.6
O -0.0149 4.8791 -1.5185 1.7 -0.2 -3.0
C -0.6292 4.5773 -0.3044 -0.8 -1.0 1.2
H 1.0145 6.4261 -5.5113 0.5 0.1 -0.8
H 1.7279 4.8297 -5.9139 -0.5 -0.2 0.2
H 2.8172 6.0246 -5.4805 -0.2 0.7 0.5
H 1.0864 6.2997 -3.3624 0.0 0.0 0.2
H 2.3690 5.1548 -3.1990 0.0 -0.5 -0.1
H -1.7018 4.4649 -0.4624 0.1 -0.6 0.1
H -0.5076 5.3519 0.4528 0.4 0.6 -0.7
H -0.1453 3.7176 0.1592 -0.6 -0.3 -0.2
C 1.5426 -8.2294 -1.8649 0.3 0.0 -0.7
C 0.8004 -8.1573 -0.5612 1.3 -0.1 1.5
O -0.0142 -6.9660 -0.5689 0.0 -1.4 -0.8
C -0.0411 -6.0411 0.3722 0.4 0.9 1.4
O 0.4476 -5.9890 1.4731 0.8 -1.4 0.0
O -0.7349 -5.0444 -0.1047 -1.8 1.3 -0.8
C -0.5965 -3.7534 0.5014 2.2 0.8 1.3
H 1.9260 -7.2269 -2.0550 -0.9 0.3 -0.8
H 0.9143 -8.7546 -2.5843 0.0 1.0 -0.6
H 2.5031 -8.7317 -1.9797 0.0 -0.8 1.2
H 1.5426 -8.1349 0.2366 -0.2 0.5 0.4
H 0.2219 -9.0567 -0.3504 -0.5 0.3 -0.2
H -1.3738 -2.9893 0.5096 -0.8 -0.7 -1.0
H 0.3031 -3.3205 0.0638 -0.1 0.4 -0.6
H -0.2412 -3.7735 1.5317 -0.5 -0.8 0.3
C 2.3113 -5.1168 5.3734 -0.6 0.9 -0.6
C 2.0973 -3.8283 6.1310 0.3 -0.2 2.1
O 1.8264 -2.7131 5.2796 0.2 -0.3 -0.9
C 1.3297 -1.6011 5.7821 -1.8 2.1 1.0
O 0.9016 -1.4330 6.9161 1.0 -0.3 -1.4
O 1.2527 -0.6392 4.7948 1.0 -2.3 -0.2
C 0.7111 0.6418 5.0482 -0.8 -0.1 0.6
H 2.3640 -5.9939 6.0185 0.4 0.3 0.2
H 3.2031 -4.9501 4.7691 -0.1 -0.7 -0.2
H 1.4307 -5.2989 4.7573 0.2 0.0 -0.4
H 2.9835 -3.5962 6.7218 0.4 0.2 -0.2
H 1.3679 -3.9514 6.9316 -0.7 0.3 -0.4
H 1.3960 1.1940 5.6915 -0.4 0.2 0.0
H -0.2929 0.5302 5.4576 0.2 0.2 0.5
H 0.5283 1.1443 4.0983 0.6 -0.1 0.0
```
Positions in Å, forces in eV/Å.

Kohn-Sham gap: 0.083 hartree
2S+1: 1
Charge: -1
DFT total energy: -5790.545570 a.u.
LUMO energy: -1.661 eV
Max |F|: 0.0906 Eh/bohr
Highest occupied orbital energy: -0.1444 Eh

Mulliken population analysis, charges in e, atoms 1 to 99: number 1, Al, carries 0.73; number 2, K, carries 1.01; number 3, K, carries 0.62; number 4, P, carries 0.70; number 5, O, carries -0.45; number 6, O, carries -0.48; number 7, O, carries -0.46; number 8, O, carries -0.47; number 9, P, carries -0.16; number 10, O, carries -0.55; number 11, O, carries -0.63; number 12, O, carries -0.07; number 13, O, carries -0.82; number 14, C, carries -1.20; number 15, C, carries -0.17; number 16, O, carries -0.43; number 17, C, carries 0.70; number 18, O, carries -0.50; number 19, O, carries -0.42; number 20, C, carries -0.45; number 21, H, carries 0.40; number 22, H, carries 0.33; number 23, H, carries 0.30; number 24, H, carries 0.23; number 25, H, carries 0.37; number 26, H, carries 0.30; number 27, H, carries 0.04; number 28, H, carries 0.47; number 29, C, carries -0.78; number 30, C, carries 0.41; number 31, O, carries -0.39; number 32, C, carries 0.58; number 33, O, carries -0.17; number 34, O, carries -0.39; number 35, C, carries -0.51; number 36, H, carries 0.13; number 37, H, carries 0.37; number 38, H, carries 0.08; number 39, H, carries -0.26; number 40, H, carries 0.35; number 41, H, carries 0.25; number 42, H, carries 0.24; number 43, H, carries 0.19; number 44, C, carries -1.21; number 45, C, carries -0.19; number 46, O, carries -0.29; number 47, C, carries 0.77; number 48, O, carries -0.63; number 49, O, carries -0.27; number 50, C, carries -0.55; number 51, H, carries 0.31; number 52, H, carries 0.37; number 53, H, carries 0.32; number 54, H, carries 0.35; number 55, H, carries 0.27; number 56, H, carries -0.08; number 57, H, carries 0.39; number 58, H, carries 0.47; number 59, C, carries -1.02; number 60, C, carries -0.18; number 61, O, carries -0.38; number 62, C, carries 0.75; number 63, O, carries -0.59; number 64, O, carries -0.35; number 65, C, carries -0.32; number 66, H, carries 0.31; number 67, H, carries 0.30; number 68, H, carries 0.30; number 69, H, carries 0.29; number 70, H, carries 0.29; number 71, H, carries 0.03; number 72, H, carries 0.09; number 73, H, carries 0.45; number 74, C, carries -1.35; number 75, C, carries 0.29; number 76, O, carries -0.40; number 77, C, carries 0.62; number 78, O, carries -0.34; number 79, O, carries -0.35; number 80, C, carries -0.62; number 81, H, carries 0.41; number 82, H, carries 0.35; number 83, H, carries 0.24; number 84, H, carries 0.19; number 85, H, carries 0.09; number 86, H, carries 0.50; number 87, H, carries 0.06; number 88, H, carries 0.35; number 89, C, carries -1.16; number 90, C, carries -0.07; number 91, O, carries -0.17; number 92, C, carries 0.45; number 93, O, carries -0.44; number 94, O, carries -0.34; number 95, C, carries -0.53; number 96, H, carries 0.31; number 97, H, carries 0.20; number 98, H, carries 0.35; number 99, H, carries 0.28